# 1
C27H35N3O3PPt | ωB97M-V with the def2-TZVPD basis set

Values from the calculation:
LUMO level (spin up / spin down) = -4.182 / -4.183 eV
spin multiplicity = 1
maximum force = 2.796 eV/A
total charge = +1
ΔE to the lowest compared entry with this formula, charge and spin = 1.505 eV
HOMO energy (spin up / spin down) = -11.860 / -11.860 eV
energy = -1900.3327 Eh

```
70
Properties=species:S:1:pos:R:3:mulliken_charge:R:1
Pt -0.19 -0.16 1.02 3.22
O 1.06 -2.74 4.08 -0.59
C 1.09 -1.96 3.16 -0.38
N 0.32 -0.84 3.01 -0.12
C -0.26 -0.34 4.12 0.32
O 0.01 -0.62 5.27 -0.63
C -1.36 0.65 3.82 0.32
C -2.08 1.16 4.90 -0.89
C -3.11 2.04 4.65 -0.30
C -3.40 2.37 3.34 -1.06
C -2.63 1.82 2.32 0.02
N -1.63 0.98 2.56 -0.11
C 2.03 -2.20 2.00 0.67
C 3.04 -3.14 2.19 -0.78
C 3.94 -3.37 1.16 -0.47
C 3.78 -2.64 -0.01 -1.38
C 2.74 -1.74 -0.11 0.15
N 1.87 -1.53 0.87 0.20
H -1.79 0.86 5.89 0.52
H -3.68 2.47 5.47 0.46
H -4.21 3.05 3.09 0.45
H -2.82 2.07 1.29 0.23
H 3.08 -3.67 3.13 0.55
H 4.73 -4.09 1.27 0.45
H 4.46 -2.78 -0.84 0.51
H 2.59 -1.19 -1.02 0.48
C -0.49 2.84 -2.96 -1.72
C -0.99 2.24 -1.64 2.41
C -0.54 3.13 -0.48 -1.66
C -2.52 2.13 -1.66 -1.88
P -0.26 0.54 -1.23 -1.54
C 1.50 0.90 -1.58 0.72
C 2.22 1.38 -0.49 -0.58
C 3.55 1.75 -0.62 -0.71
C 4.17 1.64 -1.86 -0.95
C 3.46 1.16 -2.95 -0.66
C 2.13 0.80 -2.81 -0.04
C -0.92 -0.84 -2.35 2.05
C -2.27 -1.24 -1.76 -1.73
C 0.06 -2.00 -2.14 -1.43
C -1.09 -0.54 -3.83 -1.67
H -1.00 3.79 -3.12 0.55
H -0.71 2.20 -3.81 0.29
H 0.57 3.03 -2.93 0.29
H -1.10 4.06 -0.47 0.48
H 0.52 3.39 -0.58 0.36
H -0.68 2.63 0.48 0.28
H -2.97 3.11 -1.57 0.55
H -2.87 1.51 -0.84 0.39
H -2.86 1.70 -2.59 0.30
H 1.73 1.45 0.49 0.46
H 4.10 2.13 0.23 0.50
H 5.21 1.92 -1.97 0.45
H 3.94 1.07 -3.91 0.51
H 1.59 0.43 -3.67 0.10
H -2.22 -1.29 -0.67 0.29
H -2.56 -2.21 -2.14 0.51
H -3.05 -0.54 -2.03 0.30
H 0.24 -2.15 -1.08 0.04
H 1.00 -1.82 -2.64 0.23
H -0.37 -2.92 -2.54 0.62
H -1.84 0.23 -4.01 0.31
H -1.44 -1.45 -4.33 0.50
H -0.16 -0.25 -4.31 0.26
C -1.66 -3.38 1.46 -0.61
O -2.00 -2.00 1.56 -0.40
H -1.35 -3.55 0.43 0.18
H -2.53 -4.00 1.68 0.34
H -0.85 -3.64 2.14 0.22
H -2.27 -1.84 2.47 0.26
```

***

# 2
C27H35N5O2P2Sr | ωB97M-V with the def2-TZVPD basis set

Values from the calculation:
LUMO level = -0.439 eV
spin multiplicity = 1
maximum force = 3.096 eV/A
ΔE to the lowest compared entry with this formula, charge and spin = 0.000 eV
HOMO energy = -6.201 eV
energy = -2187.3052 Eh

```
72
Properties=species:S:1:pos:R:3:mulliken_charge:R:1
Sr -0.16 -0.25 6.10 1.38
C -1.35 1.97 5.12 -1.03
C -1.64 1.00 4.22 -0.89
C -0.95 0.79 2.87 -0.12
C 0.35 -0.09 2.79 0.17
C 1.42 0.03 3.85 -1.10
C 1.70 1.20 4.52 -0.27
C 1.09 2.54 4.20 -0.66
C -0.21 2.96 4.98 -0.38
C 1.85 -1.50 7.03 -1.74
H -1.90 2.03 6.08 0.44
H -2.39 0.22 4.47 0.58
H -0.73 1.75 2.38 0.13
H -1.68 0.28 2.25 0.53
H 0.07 -1.17 2.77 0.46
H 0.75 0.08 1.78 -0.17
H 2.00 -0.86 4.05 0.48
H 2.48 1.19 5.27 0.42
H 0.91 2.70 3.13 0.36
H 1.85 3.29 4.48 0.42
H 0.08 3.27 6.00 0.42
H -0.55 3.89 4.51 0.31
H 1.54 -1.17 8.03 0.38
H 2.75 -1.08 6.59 0.31
H 1.43 -2.43 6.62 0.42
P 1.36 -1.18 -2.79 -0.09
P -1.59 -0.61 -2.38 -0.26
N 2.83 -0.22 -2.65 0.30
N 2.05 -2.47 -3.81 0.38
N -1.82 1.14 -2.15 0.49
N -3.28 -0.98 -2.73 0.34
C 0.53 -0.20 -4.13 -0.73
C -0.97 -0.53 -4.13 -1.04
C 3.11 0.42 -1.44 -0.39
C 4.12 1.35 -1.67 -0.53
C 4.47 1.29 -3.06 -0.63
C 3.66 0.32 -3.64 -0.16
C 2.26 -3.76 -3.30 -0.44
C 2.75 -4.58 -4.31 -0.56
C 2.82 -3.79 -5.50 -0.68
C 2.38 -2.51 -5.17 -0.20
C -1.70 1.71 -0.87 -0.34
C -1.87 3.08 -0.98 -0.34
C -2.07 3.39 -2.37 -0.94
C -2.02 2.18 -3.05 -0.30
C -4.24 -0.31 -3.51 -0.15
C -5.29 -1.18 -3.77 -0.61
C -4.97 -2.44 -3.15 -0.50
C -3.74 -2.29 -2.53 -0.45
H 0.97 -0.37 -5.11 0.49
H 0.70 0.87 -3.87 0.45
H -1.54 0.16 -4.76 0.43
H -1.14 -1.56 -4.52 0.47
H 2.57 0.16 -0.56 0.32
H 4.54 2.03 -0.93 0.39
H 5.22 1.90 -3.55 0.43
H 3.61 -0.03 -4.66 0.27
H 2.02 -3.96 -2.27 0.41
H 3.04 -5.62 -4.21 0.39
H 3.18 -4.12 -6.47 0.42
H 2.26 -1.64 -5.80 0.33
H -1.50 1.08 -0.03 0.19
H -1.88 3.80 -0.16 0.42
H -2.25 4.37 -2.79 0.44
H -2.09 1.99 -4.11 0.44
H -4.11 0.72 -3.80 0.34
H -6.19 -0.97 -4.34 0.42
H -5.56 -3.35 -3.18 0.40
H -3.13 -2.98 -1.97 0.36
O -2.47 -0.12 9.70 -0.43
N -1.76 0.00 8.71 0.23
O -1.94 -0.79 7.67 -0.63
```

***

# 3
C27H35N6O | ωB97M-V with the def2-TZVPD basis set

Values from the calculation:
LUMO level = -3.995 eV
spin multiplicity = 1
maximum force = 4.286 eV/A
total charge = +1
HOMO energy = -8.407 eV
energy = -1453.3400 Eh

```
69
Properties=species:S:1:pos:R:3:mulliken_charge:R:1
C -2.50 0.88 4.80 -0.79
N -2.28 -0.55 4.83 0.12
C -2.89 -1.34 5.80 -0.47
C -2.47 -2.61 5.62 -0.55
N -1.58 -2.60 4.55 0.15
C -0.90 -3.80 4.12 -0.87
C -1.48 -1.34 4.05 0.27
C -0.59 -0.95 2.94 0.32
C -0.63 0.43 2.41 -0.60
C 0.48 1.20 2.28 0.02
C 0.39 2.66 2.28 0.48
C 1.41 3.48 2.82 -0.27
C 1.31 4.87 2.77 -0.59
C 0.18 5.47 2.18 -0.44
C -0.87 4.67 1.70 -0.79
C -0.77 3.28 1.75 -0.22
O 0.15 -1.82 2.42 -0.75
H -1.95 1.35 3.99 0.31
H -3.57 1.07 4.68 0.36
H -2.17 1.31 5.75 0.36
H -3.56 -0.92 6.54 0.48
H -2.69 -3.51 6.17 0.48
H -0.20 -3.55 3.32 0.32
H -0.37 -4.22 4.98 0.36
H -1.63 -4.53 3.77 0.35
H -1.62 0.75 2.04 0.78
H 1.49 0.76 2.27 0.27
H 2.27 2.99 3.29 0.39
H 2.10 5.49 3.18 0.41
H 0.12 6.55 2.10 0.40
H -1.76 5.13 1.27 0.39
H -1.57 2.65 1.36 0.31
C -0.25 -4.62 -1.19 -1.10
C -1.22 -3.56 -1.68 -0.88
N -0.57 -2.59 -2.58 0.18
C -1.08 -2.60 -3.92 -0.72
C -0.14 -1.98 -4.94 -0.80
N 0.60 -0.87 -4.41 -0.14
C 1.01 0.09 -5.41 -0.91
C 2.21 0.90 -4.96 -0.74
N 2.14 1.29 -3.57 0.16
C 3.04 2.39 -3.21 -0.82
C 2.28 3.56 -2.61 -1.00
C 1.48 0.53 -2.65 0.49
C 1.47 0.79 -1.25 -1.20
N 0.90 -0.05 -0.39 -0.26
C 0.30 -1.18 -0.76 -1.02
C 0.17 -1.52 -2.13 0.28
C 0.76 -0.63 -3.08 1.09
H -0.75 -5.29 -0.49 0.36
H 0.09 -5.24 -2.03 0.34
H 0.61 -4.17 -0.70 0.30
H -2.00 -4.04 -2.29 0.47
H -1.72 -3.04 -0.85 0.40
H -1.28 -3.64 -4.19 0.45
H -2.05 -2.06 -3.96 0.28
H 0.55 -2.75 -5.33 0.29
H -0.74 -1.65 -5.80 0.46
H 1.27 -0.43 -6.34 0.46
H 0.17 0.77 -5.66 0.33
H 3.14 0.32 -5.16 0.30
H 2.28 1.82 -5.56 0.49
H 3.85 2.03 -2.55 0.37
H 3.50 2.71 -4.15 0.44
H 2.98 4.31 -2.25 0.36
H 1.65 4.02 -3.37 0.31
H 1.64 3.25 -1.79 0.26
H 1.95 1.69 -0.84 0.45
H -0.11 -1.82 0.03 0.30
```

***

# 4
C27H35NO2S6V | ωB97M-V with the def2-TZVPD basis set

Values from the calculation:
LUMO level (spin up / spin down) = 0.353 / 0.411 eV
spin multiplicity = 2
maximum force = 1.771 eV/A
HOMO energy (spin up / spin down) = -6.301 / -5.677 eV
energy = -4588.2338 Eh

```
72
Properties=species:S:1:pos:R:3:mulliken_charge:R:1
V -0.22 1.21 -0.33 1.03
S 1.71 2.56 -0.61 -0.51
C 1.52 3.83 0.62 0.42
C 2.56 4.75 0.83 -0.57
C 2.47 5.75 1.78 -0.61
C 1.32 5.89 2.55 -0.68
C 0.28 4.99 2.36 -0.41
C 0.38 3.98 1.41 0.19
S -0.95 2.77 1.29 -0.20
C -2.14 3.66 0.24 -1.12
C -2.09 3.29 -1.22 0.61
C -2.96 3.93 -2.10 -1.01
C -2.94 3.59 -3.44 -0.48
C -2.02 2.65 -3.88 -1.15
C -1.16 2.08 -2.97 0.70
C -0.07 1.15 -3.42 -1.07
S 0.33 -0.14 -2.21 -0.32
C -1.09 -1.22 -2.43 0.07
C -1.07 -2.13 -3.48 -0.36
C -2.12 -3.01 -3.67 -0.83
C -3.20 -2.97 -2.79 -0.55
C -3.22 -2.06 -1.75 -0.66
C -2.16 -1.16 -1.53 0.69
S -2.22 -0.05 -0.14 -0.57
N -1.22 2.37 -1.66 0.78
H 3.46 4.65 0.23 0.43
H 3.30 6.44 1.92 0.37
H 1.24 6.67 3.30 0.40
H -0.62 5.05 2.97 0.46
H -1.97 4.73 0.36 0.54
H -3.14 3.42 0.62 0.51
H -3.65 4.67 -1.72 0.51
H -3.63 4.05 -4.13 0.41
H -1.96 2.37 -4.92 0.47
H 0.86 1.72 -3.53 0.48
H -0.32 0.70 -4.38 0.56
H -0.21 -2.16 -4.13 0.48
H -2.10 -3.72 -4.49 0.38
H -4.03 -3.65 -2.93 0.40
H -4.06 -2.03 -1.07 0.46
C -1.88 -5.90 0.14 -1.38
C -1.61 -4.56 0.80 -0.09
C -0.42 -3.85 0.16 -0.21
S 0.02 -2.37 1.10 0.42
O 0.88 -1.53 0.18 -0.56
C 1.16 -3.11 2.31 -0.94
C 2.60 -3.21 1.83 0.12
C 2.95 -4.53 1.13 -1.39
H -2.76 -6.39 0.57 0.40
H -1.03 -6.58 0.25 0.34
H -2.06 -5.78 -0.93 0.27
H -1.43 -4.70 1.87 0.33
H -2.49 -3.91 0.71 0.27
H -0.67 -3.46 -0.83 -0.20
H 0.44 -4.50 0.07 0.32
H 0.73 -4.07 2.60 0.54
H 1.09 -2.44 3.17 0.44
H 3.25 -3.07 2.69 0.42
H 2.78 -2.38 1.14 -0.17
H 2.54 -5.39 1.67 0.34
H 4.03 -4.66 1.07 0.39
H 2.56 -4.56 0.11 0.31
C 2.26 2.00 3.71 -0.80
S 2.01 0.48 2.83 0.41
C 3.43 0.57 1.77 -0.72
O 0.79 0.69 1.97 -0.77
H 3.13 1.89 4.36 0.45
H 1.37 2.17 4.32 0.34
H 2.39 2.82 3.00 0.06
H 4.31 0.37 2.38 0.51
H 3.48 1.55 1.29 0.21
H 3.31 -0.20 1.01 0.05
```

***

# 5
C27H35O9RbS | ωB97M-V with the def2-TZVPD basis set

Values from the calculation:
LUMO level (spin up / spin down) = 1.806 / 1.805 eV
spin multiplicity = 2
maximum force = 1.728 eV/A
total charge = -1
ΔE to the lowest compared entry with this formula, charge and spin = 0.252 eV
HOMO energy (spin up / spin down) = -1.336 / -5.089 eV
energy = -2149.1976 Eh

```
73
Properties=species:S:1:pos:R:3:mulliken_charge:R:1
Rb 1.71 -0.33 0.78 0.68
C 1.22 2.17 -1.71 -0.97
C 0.86 3.12 -0.59 -0.46
O 1.09 2.48 0.65 -0.22
C 0.30 2.94 1.74 -0.73
C -1.03 2.25 1.79 -0.16
O -0.80 0.91 2.13 0.14
C -1.95 0.13 2.35 -0.33
C -1.50 -1.25 2.74 -0.60
O -1.02 -2.00 1.63 -0.23
C -2.03 -2.59 0.86 -0.42
C -1.48 -3.05 -0.47 -0.74
O -1.17 -2.00 -1.38 0.07
C -2.19 -1.61 -2.28 -0.69
C -3.12 -0.54 -1.73 -0.93
O -2.48 0.58 -1.17 -0.05
C -2.15 1.64 -2.04 -0.95
C -0.84 1.48 -2.78 -0.55
O 0.24 1.16 -1.94 0.40
H 2.14 1.64 -1.46 0.28
H 1.40 2.75 -2.62 0.41
H -0.19 3.43 -0.68 0.29
H 1.47 4.02 -0.67 0.38
H 0.17 4.03 1.69 0.36
H 0.86 2.69 2.65 0.20
H -1.57 2.31 0.83 -0.03
H -1.66 2.74 2.56 0.43
H -2.57 0.12 1.44 0.11
H -2.55 0.57 3.16 0.32
H -2.32 -1.79 3.23 0.40
H -0.66 -1.16 3.43 0.10
H -2.87 -1.90 0.71 0.23
H -2.43 -3.47 1.38 0.37
H -2.18 -3.75 -0.94 0.42
H -0.54 -3.58 -0.29 0.23
H -2.80 -2.47 -2.57 0.45
H -1.68 -1.25 -3.18 0.31
H -3.74 -0.96 -0.94 0.38
H -3.80 -0.24 -2.54 0.39
H -2.12 2.54 -1.42 0.38
H -2.95 1.79 -2.79 0.41
H -0.65 2.41 -3.34 0.46
H -0.92 0.68 -3.52 0.26
O 1.50 -1.63 -1.39 0.29
C 2.71 -2.13 -1.94 2.72
C 3.91 -1.27 -1.38 -0.05
O 5.02 -1.82 -1.50 -0.78
O 3.61 -0.14 -0.93 -0.73
C 2.72 -1.93 -3.45 -1.03
C 3.65 -2.58 -4.26 -0.04
C 3.66 -2.37 -5.62 -0.97
C 2.76 -1.49 -6.21 -0.55
C 1.85 -0.82 -5.41 -0.94
C 1.84 -1.03 -4.03 0.51
C 2.79 -3.60 -1.52 -0.20
C 2.12 -4.57 -2.26 -0.04
C 2.02 -5.88 -1.80 -0.99
C 2.61 -6.23 -0.59 -0.37
C 3.28 -5.27 0.15 -1.03
C 3.38 -3.96 -0.31 -0.47
H 0.72 -1.98 -1.85 0.04
H 4.37 -3.24 -3.79 0.54
H 4.39 -2.89 -6.24 0.39
H 2.77 -1.33 -7.28 0.39
H 1.16 -0.11 -5.85 0.42
H 1.17 -0.46 -3.39 -0.04
H 1.66 -4.30 -3.20 0.42
H 1.50 -6.62 -2.39 0.38
H 2.54 -7.25 -0.23 0.40
H 3.74 -5.53 1.09 0.40
H 3.93 -3.23 0.25 0.48
S 1.24 0.75 5.11 -0.42
C 1.69 -0.14 3.85 -0.53
```

***

# 6
C27H36BCl3GaN6OS3SbSe4 | ωB97M-V with the def2-TZVPD basis set

Values from the calculation:
LUMO level = -1.582 eV
spin multiplicity = 1
maximum force = 1.128 eV/A
ΔE to the lowest compared entry with this formula, charge and spin = 0.613 eV
HOMO energy = -7.378 eV
energy = -15825.2606 Eh

```
83
Properties=species:S:1:pos:R:3:mulliken_charge:R:1
Ga 0.15 0.80 0.41 0.34
C 2.54 2.65 3.07 -0.84
C 2.96 1.30 3.63 1.40
C 1.82 0.68 4.43 -1.89
C 4.17 1.44 4.56 -1.94
N 3.40 0.44 2.45 0.63
C 4.66 0.59 1.91 -0.13
C 4.71 -0.17 0.80 -1.56
N 3.48 -0.77 0.65 0.00
B 3.21 -1.54 -0.70 0.52
N 2.84 -0.54 -1.84 0.56
C 3.06 -0.96 -3.14 -1.63
C 2.69 0.03 -3.96 -0.17
N 2.25 1.08 -3.18 0.74
C 2.34 0.71 -1.88 -0.22
S 2.05 1.76 -0.51 -0.21
C 1.88 2.44 -3.75 1.21
C 2.01 2.36 -5.27 -2.21
C 0.43 2.78 -3.43 -0.99
C 2.85 3.49 -3.24 -1.58
N 2.21 -2.69 -0.44 0.35
C 2.49 -3.47 0.67 -1.70
C 1.50 -4.36 0.80 0.09
N 0.63 -4.16 -0.25 0.47
C 1.09 -3.16 -1.05 0.34
S 0.53 -2.70 -2.60 -0.38
C -0.70 -4.85 -0.39 1.28
C -1.77 -3.79 -0.17 -0.98
C -0.81 -5.91 0.71 -2.24
C -0.83 -5.55 -1.74 -1.59
C 2.69 -0.37 1.65 0.06
S 0.99 -0.79 1.82 -0.31
H 2.27 3.31 3.90 0.52
H 1.66 2.55 2.43 -0.31
H 3.34 3.12 2.50 0.32
H 1.75 1.25 5.36 0.56
H 2.01 -0.36 4.68 0.39
H 0.87 0.75 3.91 0.29
H 3.83 1.93 5.47 0.47
H 4.96 2.06 4.14 0.46
H 4.58 0.47 4.83 0.44
H 5.42 1.21 2.35 0.49
H 5.51 -0.35 0.10 0.63
H 4.28 -2.04 -1.00 -0.19
H 3.43 -1.94 -3.36 0.66
H 2.67 0.05 -5.03 0.60
H 1.30 1.65 -5.70 0.37
H 3.02 2.12 -5.59 0.53
H 1.77 3.35 -5.67 0.49
H -0.25 2.03 -3.84 0.11
H 0.20 3.74 -3.89 0.55
H 0.25 2.86 -2.36 0.05
H 3.88 3.23 -3.51 0.38
H 2.79 3.62 -2.16 0.24
H 2.61 4.44 -3.71 0.49
H 3.35 -3.29 1.29 0.60
H 1.36 -5.11 1.56 0.54
H -2.76 -4.23 -0.31 0.52
H -1.67 -2.98 -0.89 -0.19
H -1.70 -3.39 0.84 0.30
H -0.78 -5.48 1.71 0.47
H -0.05 -6.68 0.61 0.47
H -1.79 -6.39 0.59 0.47
H -0.85 -4.85 -2.57 0.31
H -1.76 -6.11 -1.74 0.44
H 0.00 -6.25 -1.89 0.38
Cl -4.38 3.64 5.43 -0.23
C -3.22 3.23 4.20 0.38
C -3.24 1.97 3.63 -0.90
C -2.32 1.66 2.65 1.12
Cl -2.36 0.07 1.91 -0.13
C -1.36 2.57 2.21 -0.77
O -0.48 2.30 1.28 0.14
C -1.37 3.83 2.82 0.46
Cl -0.18 5.00 2.34 -0.20
C -2.29 4.17 3.80 -0.69
H -3.97 1.24 3.93 0.47
H -2.26 5.16 4.25 0.45
Se -1.15 -0.67 -5.62 -0.47
Sb -2.21 -1.20 -3.57 0.74
Se -3.03 0.89 -2.29 -0.43
Se -3.68 -3.02 -3.25 -0.46
Se -1.00 0.06 -1.42 0.23
```